[1]
The following is a quantum chemistry calculation of a molecular structure, H35O17 at a distorted geometry, from the OMol25 dataset.

Positions of all 52 atoms, in Å:
O1 0.05744 -2.83020 -0.24171
H1 0.80448 4.45013 0.81999
H2 2.04225 5.18105 1.27301
O2 1.50055 4.41289 1.43913
H3 -3.13281 -1.61411 -2.15299
H4 3.67374 2.21357 1.57103
O3 -1.57315 0.86371 -1.75187
H5 -2.21559 1.25518 -1.17277
H6 -1.85513 -1.27609 0.88594
O4 1.88100 1.59869 -3.78158
H7 2.48351 1.93495 -4.49486
H8 -0.51885 -1.28477 1.71235
O5 -1.41719 -0.85998 1.63865
H9 1.98927 -5.35888 -1.12198
O6 1.77106 -0.31382 1.74920
H10 1.92486 0.54874 1.55388
H11 0.58383 0.13599 -4.13333
O7 -0.79405 1.60009 3.26036
H12 3.51655 -2.72610 -1.26935
H13 0.14666 1.00676 -1.51956
O8 -2.11074 -0.90428 4.18160
H14 -0.07130 -2.45231 -1.18798
H15 -0.82321 -0.73524 4.07536
O9 -2.85150 -2.50723 -1.80082
H16 2.39460 2.15391 0.76919
H17 -2.21853 -2.75522 -2.52837
O10 -0.05296 0.40808 -4.76302
H18 -1.07560 1.97147 2.30693
H19 -0.72628 0.99201 -4.38881
O11 -3.34197 -0.25450 -3.12409
H20 -2.88170 3.08141 0.15149
H21 0.64560 -0.34080 3.48365
O12 1.02048 1.10655 -1.11690
H22 -2.58089 0.03539 -3.60330
H23 1.59941 0.99449 -1.89129
O13 -3.15468 2.45404 0.90900
H24 0.47227 -3.71888 -0.41357
H25 -1.31070 -0.01069 -1.35927
O14 0.51052 -0.63181 4.42627
H26 -0.52038 2.45332 3.55857
H27 1.82394 -0.71389 0.88456
O15 2.07649 -4.77735 -0.25707
H28 -4.06523 2.79893 1.14271
H29 -2.22298 -1.82945 4.39442
O16 3.14675 1.62916 1.03888
H30 0.81693 0.19172 4.79948
H31 1.26059 2.08838 -4.29824
O17 3.35233 -1.80352 -0.85201
H32 3.97780 -1.85372 -0.05559
H33 -2.34984 -0.95812 3.13613
H34 -3.30462 0.24191 -2.32159
H35 1.69697 -5.29155 0.44011

Cartesian forces (eV/Å) of the 3 atoms listed first:
-0.2 0.2 -2.6
-1.2 0.2 -1.2
0.2 0.3 -0.1

As for the molar mass: 307.26 Da. Its total charge is +1. The value obtained for the HOMO energy is -13.149 eV. Its energy above the lowest of the compared OMol25 structures with the same formula, charge and spin is 118.6 kcal/mol.

=====

[2]
The following is a quantum chemistry calculation of 17 unconnected molecules or ions with the total composition H35O17 at a distorted geometry, from the OMol25 dataset.

Positions of all 52 atoms, in Å:
O1 0.01224 -0.57683 -3.45766
H1 -2.75610 0.71046 0.92318
H2 -0.60380 -1.28108 -3.20561
O2 -1.77601 0.13943 0.76184
H3 2.64374 1.96339 -0.27036
H4 -1.22890 -1.37578 3.67455
O3 -3.79222 -1.01930 -1.12193
H5 -3.82820 -1.35377 -2.02888
H6 3.80380 -0.82742 -0.80866
O4 -2.50257 3.60334 0.48534
H7 -2.68817 2.71841 0.14168
H8 0.46290 -3.76535 -4.15701
O5 4.19314 -1.63126 -1.19406
H9 -1.42170 -4.41276 2.54751
O6 -0.53320 1.95942 1.84922
H10 -0.45507 1.60316 2.79075
H11 -1.19523 0.93698 -5.33284
O7 4.47789 0.27282 1.50856
H12 0.32278 1.75945 1.42381
H13 3.32043 1.40244 -4.19267
O8 -1.03281 -3.62521 2.93989
H14 0.65902 -1.06102 -3.98673
H15 -0.09205 -3.69717 3.10280
O9 1.79792 1.59367 -0.49849
H16 -2.54047 -1.73823 4.22942
H17 1.31562 0.84660 -0.82177
O10 -2.16112 0.80362 -5.14279
H18 0.88577 3.38368 -1.55211
H19 -2.36268 1.66102 -4.66248
O11 0.59135 1.00363 4.07649
H20 2.33969 -2.16214 3.42090
H21 -4.25098 1.40519 0.36939
O12 2.50378 1.43030 -3.67293
H22 1.36757 1.45874 4.45926
H23 2.21328 0.51720 -3.65112
O13 2.56275 -2.69670 2.66684
H24 3.36611 -3.20279 2.59043
H25 4.33448 -0.67393 1.60006
O14 -4.00874 0.97162 1.21598
H26 5.11830 0.58572 2.14723
H27 -0.99233 0.98875 1.00651
O15 -0.42426 -3.42384 -4.01182
H28 -3.14282 -1.65555 -0.78544
H29 -1.71535 -0.65676 1.32400
O16 -2.13583 -1.05501 3.66379
H30 -3.96712 1.70499 1.84803
H31 -2.28143 3.89228 -0.42208
O17 0.33295 3.83138 -0.89921
H32 0.87923 3.80754 -0.09639
H33 4.93928 -1.18648 -1.64368
H34 0.45082 0.30359 4.73431
H35 -1.00567 -4.18049 -3.88505

Cartesian forces (eV/Å) of the 3 atoms listed first:
-0.4 0.7 0.0
0.7 -2.0 0.5
-0.3 -0.5 0.1

As for the spin multiplicity: 2. The expectation value of S² is 0.7584. As for the molar mass: 307.26 Da. Its total charge is +2. The value obtained for the HOMO energy (spin up / spin down) is -15.645 / -15.636 eV. Its energy above the lowest of the compared OMol25 structures with the same formula, charge and spin is 44.5 kcal/mol.

=====

[3]
The following is a quantum chemistry calculation of a molecular structure, H35O18 at a distorted geometry, from the OMol25 dataset.

Positions of all 53 atoms, in Å:
O1 -3.46722 2.46415 -3.16334
H1 -0.23112 -4.93819 -1.75083
H2 -0.67147 -1.79546 -4.39461
O2 0.67141 -3.89170 4.23850
H3 -0.12992 -0.66664 -1.28114
O3 -1.08294 5.71714 -0.36995
H4 -0.14044 1.57350 -2.26803
H5 -0.40607 5.64161 0.13619
O4 4.68322 1.84229 -1.11783
H6 0.70725 -3.04479 -0.17017
H7 4.86406 2.73976 -1.40391
O5 1.80798 1.62075 5.87397
H8 1.95232 0.69700 6.07256
H9 -2.84162 3.11738 -2.66951
O6 1.89815 -1.74088 2.56728
H10 -0.70243 -3.50246 -1.23535
H11 1.55170 -0.81986 2.31358
O7 -1.09710 -4.39686 -1.62632
H12 -2.99126 0.10640 -0.85121
H13 -0.92523 5.86474 -1.33073
O8 -4.94083 2.14768 0.26926
H14 -0.90132 1.10396 2.35633
H15 -2.37654 -0.94755 -0.07402
O9 1.94689 1.70609 0.91231
H16 1.64470 2.49904 0.52364
H17 -4.84905 2.64463 0.92255
O10 4.89422 -1.64421 0.70429
H18 5.08796 -1.10038 1.39364
H19 2.53205 -1.91915 -2.85005
O11 -3.26919 -0.72075 -0.48411
H20 3.83648 -2.73097 -2.71062
H21 -4.62713 2.34697 -0.48929
O12 0.80071 1.62825 -2.16627
H22 1.09599 1.24641 -1.34586
H23 4.29734 1.65649 -0.31119
O13 3.14903 -2.61428 -3.26734
H24 0.38896 -3.49000 3.45610
H25 1.51040 -2.16122 1.82554
O14 -0.03170 -1.53018 -3.85342
H26 0.84090 1.52587 5.44753
H27 -3.32107 1.60892 -2.71732
O15 0.09624 -2.65247 0.30992
H28 0.78610 -4.85456 4.02367
H29 4.01051 -1.82765 1.02000
O16 -5.84507 -0.12377 -0.51263
H30 -0.08816 -0.53799 -3.59965
H31 -5.33645 -0.17380 0.42124
O17 0.12116 -0.34698 -0.42915
H32 1.45437 0.94529 0.45940
H33 0.23104 -1.55682 0.01362
O18 -1.04632 1.98256 1.97081
H34 -0.06263 2.17293 1.98644
H35 -5.47887 -0.87020 -0.77451

Cartesian forces (eV/Å) of the 3 atoms listed first:
1.3 1.3 1.3
-2.3 1.4 0.2
-4.4 -1.1 -3.3

As for the spin multiplicity: 2. The expectation value of S² is 0.7510. As for the molar mass: 323.26 Da. Its total charge is -2. The value obtained for the HOMO energy (spin up / spin down) is 2.273 / -4.087 eV. Its energy above the lowest of the compared OMol25 structures with the same formula, charge and spin is 119.1 kcal/mol.

=====

[4]
The following is a quantum chemistry calculation of 18 unconnected molecules or ions with the total composition H36O18 at a distorted geometry, from the OMol25 dataset.

Positions of all 54 atoms, in Å:
O1 -0.77717 -2.72467 2.35208
H1 -1.70746 -2.78004 2.29221
H2 -0.38746 -3.43405 1.78386
O2 0.65056 5.08271 -0.04804
H3 0.50637 5.48419 0.74299
H4 1.16558 4.34504 -0.38726
O3 -1.83728 -3.60256 -0.64458
H5 -1.65553 -4.12687 -1.36206
H6 -1.12249 -3.95142 0.00116
O4 2.61808 3.57855 3.06330
H7 1.76601 3.52462 2.89160
H8 2.89325 2.96062 3.71187
O5 2.33138 2.32969 -0.99126
H9 3.21416 2.05568 -0.82771
H10 1.68848 1.65766 -1.41532
O6 0.86190 -4.53857 0.10957
H11 0.86383 -3.59671 0.07771
H12 1.76559 -4.92702 0.30357
O7 -2.51129 3.71482 -2.10795
H13 -2.31522 2.96408 -1.50478
H14 -2.00516 4.64580 -1.91051
O8 -0.30120 1.52618 -0.11408
H15 0.51146 1.00987 0.32492
H16 -0.47765 1.01891 -0.84965
O9 -3.52294 -1.05161 -3.79403
H17 -3.41279 -1.83623 -4.24289
H18 -3.42402 -1.41222 -2.90410
O10 -0.05828 0.54185 3.40697
H19 0.14197 0.51155 4.46119
H20 -0.07083 -0.43410 3.08214
O11 3.80186 -0.40956 -0.25443
H21 4.62712 -0.42325 -0.80432
H22 3.59070 0.53359 -0.28032
O12 4.14685 1.51972 1.36564
H23 3.33905 1.11175 1.82834
H24 4.55648 2.21256 1.96370
O13 -0.50558 -4.86361 -2.57559
H25 0.27273 -4.61870 -2.02903
H26 -0.30817 -5.84465 -2.83057
O14 -3.09464 3.74134 2.95835
H27 -3.23768 3.27099 2.02137
H28 -2.57150 3.27606 3.57595
O15 0.08352 3.44113 2.13620
H29 -0.53707 2.74845 1.84993
H30 -0.62824 4.00927 2.50624
O16 -0.06889 -1.36480 -1.63925
H31 -0.38403 -1.91714 -0.94550
H32 0.94496 -1.52344 -1.66567
O17 2.30907 -3.55843 -2.34004
H33 1.76693 -4.37045 -2.33484
H34 2.64768 -3.17646 -3.23848
O18 -4.55422 -2.62328 -1.20698
H35 -3.71855 -2.30425 -1.07489
H36 -4.87228 -2.57488 -0.21810

Cartesian forces (eV/Å) of the 3 atoms listed first:
2.4 -0.4 -0.5
-1.6 -0.3 -0.3
-0.7 0.7 1.0

As for the molar mass: 324.27 Da. The value obtained for the HOMO energy is -10.084 eV. Its energy above the lowest of the compared OMol25 structures with the same formula, charge and spin is 173.1 kcal/mol.

=====

[5]
The following is a quantum chemistry calculation of 18 unconnected molecules or ions with the total composition H36O18 at a distorted geometry, from the OMol25 dataset.

Positions of all 54 atoms, in Å:
O1 -2.39921 -1.95587 3.64225
H1 -2.64005 -1.02956 3.65617
H2 -1.96415 -2.10335 4.48202
O2 0.30338 2.87163 -0.07630
H3 0.94686 2.91340 0.63111
H4 0.27009 1.94555 -0.31607
O3 -3.35670 2.80394 -0.07061
H5 -3.47679 1.94841 0.34157
H6 -2.56607 2.70584 -0.60118
O4 3.03394 0.19725 0.18842
H7 2.80388 -0.66894 -0.14775
H8 2.67267 0.80781 -0.45417
O5 -0.32431 4.14985 -2.65024
H9 -0.85016 3.78112 -1.94048
H10 -0.06388 3.39246 -3.17442
O6 1.93874 -1.63285 -1.88959
H11 1.19304 -2.23290 -1.89978
H12 2.10737 -1.44390 -2.81268
O7 4.15162 -3.61204 -0.11993
H13 4.36145 -2.95413 0.54292
H14 3.70431 -4.30619 0.36409
O8 -1.75805 1.56727 -2.69779
H15 -1.99876 0.67141 -2.93388
H16 -1.92556 2.07752 -3.49014
O9 -1.18508 5.26588 0.76431
H17 -1.74019 5.39419 -0.00486
H18 -0.53519 4.62046 0.48629
O10 1.84028 3.27974 2.26779
H19 2.73258 3.16885 2.59601
H20 1.31345 3.43337 3.05205
O11 -1.32274 -1.58897 -2.59247
H21 -0.76607 -2.35888 -2.70912
H22 -1.59645 -1.35417 -3.47914
O12 -5.28397 -0.80936 -1.52508
H23 -4.83495 -1.65471 -1.52594
H24 -5.20293 -0.49366 -2.42508
O13 0.13550 -3.93488 -2.37487
H25 -0.05245 -4.45664 -1.59470
H26 0.04535 -4.55019 -3.10254
O14 -0.24433 -0.21765 0.00622
H27 0.64424 -0.54941 0.13511
H28 -0.53940 -0.63082 -0.80523
O15 -1.21203 -3.95094 0.70160
H29 -1.79976 -4.26125 0.01275
H30 -1.60522 -3.13132 1.00133
O16 3.90700 -2.01655 4.19573
H31 3.08009 -1.53468 4.21137
H32 3.70767 -2.84921 4.62371
O17 -2.72882 0.57589 1.29967
H33 -2.45779 0.93350 2.14519
H34 -1.95729 0.10960 0.97789
O18 4.52798 1.45714 2.00715
H35 5.17235 1.32074 1.31258
H36 3.79452 0.89018 1.76876

Cartesian forces (eV/Å) of the 3 atoms listed first:
0.1 -0.2 -0.2
-0.2 0.2 -0.1
0.1 -0.1 0.2

As for the molar mass: 324.27 Da. The value obtained for the HOMO energy is -9.691 eV. Its energy above the lowest of the compared OMol25 structures with the same formula, charge and spin is 62.4 kcal/mol.